[1]
This record from the OMol25 dataset describes one molecule with the formula C2H4N2O2 in a non-equilibrium geometry. The level of theory is ωB97M-V/def2-TZVPD.

XYZ file:
```
10
Properties=species:S:1:pos:R:3:forces:R:3
N -1.4825 0.3985 0.3612 0.06 -0.54 -0.08
C -0.3012 -0.1461 0.7842 -0.25 -1.33 0.16
O 0.0535 -0.2362 1.9237 -0.13 -0.40 -0.72
N 0.5140 -0.7534 -0.4011 -0.06 0.64 0.47
C 1.2883 0.2996 -0.7193 0.09 0.64 0.08
O 1.0238 1.3453 -0.1456 0.85 0.50 -0.69
H -2.2624 0.1981 0.9674 0.01 0.35 0.06
H -1.6643 0.3790 -0.6282 -0.07 -0.11 0.06
H 0.7355 -1.7133 -0.6848 -0.41 0.58 0.70
H 2.0954 0.2285 -1.4576 -0.08 -0.32 -0.05
```
Positions in Å, forces in eV/Å.

Computed properties:
LUMO level = 0.75 eV
HOMO = -10.11 eV
SMILES = NC(=O)NC=O
Electronic energy = -9213.7758 eV
Energy above the lowest of the compared OMol25 structures with the same formula, charge and spin = 33.37 kcal per mole
Orbital gap = 10.86 eV



[2]
This record from the OMol25 dataset describes a 2-piece molecular cluster, C4H12O3 overall in a non-equilibrium geometry. The level of theory is ωB97M-V/def2-TZVPD.

XYZ file:
```
19
Properties=species:S:1:pos:R:3:forces:R:3
C 0.6345 0.1719 1.4289 2.15 0.20 0.63
O -0.0618 1.0223 2.3761 1.16 0.03 -1.72
C -0.2150 -0.8758 0.6874 -1.10 1.72 1.00
C 0.4178 -1.2497 -0.6678 0.71 1.67 0.35
C -0.3928 -2.2118 -1.4735 1.31 -0.98 -1.68
O 0.5112 0.0094 -1.5020 -0.19 -1.18 1.27
H 1.1179 0.8539 0.6720 -0.63 -0.61 0.87
H 1.5260 -0.3179 1.9791 -1.28 0.51 -0.77
H -0.6631 0.4929 2.8613 -0.90 -0.84 0.79
H -0.5172 -1.6565 1.4368 0.51 0.09 -1.15
H -1.1473 -0.2684 0.5183 0.37 -0.82 -0.30
H 1.4806 -1.5651 -0.4415 -1.05 0.25 -0.70
H 0.1554 -2.3612 -2.5221 -1.39 0.12 2.27
H -0.5383 -3.1764 -0.9451 0.15 0.43 -0.45
H -1.3553 -1.7371 -1.6248 -0.27 -0.14 -0.28
H -0.2836 0.5545 -1.3091 0.48 -0.50 -0.10
H -0.5869 3.0247 -1.5533 -0.60 -0.53 1.18
H 0.2250 2.3536 -0.5015 -0.42 0.00 0.40
O -0.7093 2.5678 -0.6765 1.01 0.57 -1.62
```
Positions in Å, forces in eV/Å.

Computed properties:
LUMO level = 0.81 eV
HOMO = -10.31 eV
SMILES = C[C@@H](O)CCO.O
Electronic energy = -10484.0819 eV
Energy above the lowest of the compared OMol25 structures with the same formula, charge and spin = 24.38 kcal per mole
Orbital gap = 11.12 eV



[3]
This record from the OMol25 dataset describes C26H43F3O2P2Rh as an isolated structure in a non-equilibrium geometry. The level of theory is ωB97M-V/def2-TZVPD.

XYZ file:
```
77
Properties=species:S:1:pos:R:3:forces:R:3
Rh -0.1781 2.3956 0.8607 -1.13 -0.48 -3.51
C 0.6806 0.4481 3.8302 0.43 0.09 -0.21
C 1.6694 0.8919 2.9241 -0.78 0.56 0.40
C -0.1567 2.3886 2.8509 2.61 -0.58 1.32
C -0.4177 1.3301 3.8199 0.30 0.52 -0.81
C 1.2125 2.1535 2.2727 -0.34 -0.75 3.33
C 0.7818 -0.7563 4.7082 -0.24 -0.37 0.23
H 1.5559 -1.4495 4.3791 0.02 0.05 -0.09
H -0.1777 -1.2999 4.7353 0.22 0.19 -0.06
H 1.0109 -0.5294 5.7592 -0.01 0.28 -0.25
C -1.6379 1.3469 4.6490 -0.22 -0.32 -0.03
H -1.8674 0.3422 4.9969 -0.07 -0.06 0.07
H -2.4677 1.6961 4.0206 0.01 -0.06 0.37
H -1.5342 1.9994 5.5300 0.02 -0.01 -0.26
C -0.8316 3.7080 2.7590 -0.25 0.29 0.21
H -0.3243 4.3846 3.4610 -0.22 0.33 -0.45
H -1.8965 3.6230 3.0169 0.35 0.24 -0.20
H -0.7086 4.1437 1.6927 -0.38 0.22 1.07
C 2.2145 3.1927 1.8445 -0.11 -0.55 -0.01
H 2.4715 3.8790 2.6577 -0.17 0.09 -0.12
H 1.8308 3.7748 0.9847 0.53 0.12 0.08
H 3.1168 2.6186 1.5958 -0.10 0.58 -0.39
C 3.0523 0.3305 2.8493 0.23 -0.29 0.10
H 3.7381 0.8617 3.5503 -0.37 -0.13 -0.54
H 3.4781 0.3437 1.8275 -0.16 0.09 0.57
H 3.0400 -0.7136 3.2071 0.07 0.47 -0.25
C -0.5934 -2.4382 0.8615 0.10 0.63 0.48
C 0.5434 -2.5506 1.5775 -0.69 -2.04 0.83
C 1.9622 -2.8309 1.1638 0.28 0.71 -0.49
C 2.2484 -2.4264 -0.3150 1.33 -0.70 0.32
C 2.3143 -0.9434 -0.3428 -1.69 1.58 -0.84
C 1.2558 -0.0835 -0.3121 2.26 -0.08 0.15
C -0.2220 -0.2335 -0.3309 -0.38 -0.26 0.35
C -0.7175 -1.7155 -0.4605 -0.85 0.29 0.54
H 2.2174 -3.8935 1.3574 -0.47 0.41 -0.22
H 1.5995 -2.9120 -1.0730 0.27 0.33 0.85
H 2.6546 -2.2775 1.8387 -0.32 -0.22 -0.54
H -0.2071 -2.2819 -1.2545 -0.17 0.60 0.12
H -1.5701 -2.6943 1.3290 1.00 0.54 -0.14
H 0.3782 -2.8535 2.6259 -0.03 0.13 -0.44
H -1.7969 -1.7129 -0.6790 0.45 0.13 -0.05
H -0.5869 0.2973 0.6290 -0.07 -1.36 -0.71
H 1.5836 0.9469 -0.1281 -0.07 0.05 -0.40
H -0.6404 0.4287 -1.1406 0.23 -0.62 0.21
H 3.2794 -2.7263 -0.5665 -0.41 -0.39 0.07
H 3.3301 -0.4973 -0.3830 -0.82 -0.26 0.29
P -0.4770 -0.6952 -3.4035 -0.49 -2.73 -3.24
P -0.3893 2.1958 -4.3557 0.75 -0.12 -3.21
C -0.5559 -0.3993 -5.2796 0.46 0.73 0.05
C -1.0631 0.9937 -5.5933 -0.79 -0.81 0.39
H -1.1486 -1.2312 -5.6899 0.04 0.49 0.15
H 0.4572 -0.5552 -5.6666 -0.10 0.29 0.10
H -0.8025 1.3153 -6.6112 0.01 -0.02 0.38
H -2.1524 1.0512 -5.5268 -0.08 -0.19 0.01
C -1.1744 3.5901 -5.2764 -0.26 0.78 0.80
H -0.8026 4.5599 -4.9192 -0.31 -0.19 -0.12
H -2.2579 3.5077 -5.1164 0.24 0.30 -0.03
H -0.9733 3.5052 -6.3537 0.08 -0.09 0.42
C 1.2479 2.2446 -5.2909 0.42 0.21 0.86
H 1.0653 2.2672 -6.3754 -0.16 -0.01 0.44
H 1.8592 1.3627 -5.0562 -0.09 0.29 0.00
H 1.8129 3.1471 -5.0325 0.02 -0.25 0.06
C -2.0764 -1.6358 -3.4656 -0.65 0.45 0.90
H -2.3095 -2.1484 -2.5306 -0.12 0.20 -0.24
H -1.9775 -2.3786 -4.2600 0.12 0.13 0.20
H -2.8852 -0.9608 -3.7558 -0.06 -0.06 0.26
C 0.5726 -2.2094 -3.7782 0.76 0.33 0.72
H 1.4805 -1.8610 -4.2915 -0.12 -0.27 0.38
H -0.0115 -2.8210 -4.4871 0.24 0.31 0.41
H 0.8283 -2.7913 -2.8876 0.02 0.07 -0.42
F -4.5242 -3.0254 4.7187 0.64 0.25 -1.04
C -3.7132 -2.9381 3.6185 -0.86 -0.39 0.13
F -3.1794 -4.1874 3.4573 -0.12 0.80 -0.08
F -4.5225 -2.7214 2.5384 0.47 -0.18 0.68
C -2.5924 -1.8429 3.7814 0.35 -0.45 0.77
O -2.0221 -1.9739 4.9010 -0.56 0.63 -1.61
O -2.4002 -1.0703 2.8086 -0.06 -0.50 0.95
```
Positions in Å, forces in eV/Å.

Computed properties:
LUMO level (alpha / beta) = -3.68 / -7.74 eV
HOMO (alpha / beta) = -10.13 / -10.16 eV
Multiplicity = 5
Electronic energy = -61477.1693 eV
Energy above the lowest of the compared OMol25 structures with the same formula, charge and spin = 10.98 kcal per mole
Total charge = +1
Orbital gap (alpha / beta) = 6.44 / 2.42 eV



[4]
This record from the OMol25 dataset describes C6H4FKO2 as an isolated structure in a non-equilibrium geometry. The level of theory is ωB97M-V/def2-TZVPD.

XYZ file:
```
14
Properties=species:S:1:pos:R:3:forces:R:3
K 14.2597 -5.7807 -6.5258 0.16 0.42 -0.56
F 15.3177 -3.2136 -10.1200 -0.17 -0.42 0.59
C 11.5699 -6.5681 3.0963 1.51 3.14 -1.24
C 11.7536 -6.0346 1.8513 0.49 -0.18 1.02
C 11.3201 -6.6946 0.5999 -0.34 0.20 0.98
O 11.5596 -6.3373 -0.5329 0.27 0.33 0.19
C 10.5297 -7.8681 0.8841 -0.52 -1.97 0.48
C 10.4481 -8.4522 2.1005 -0.55 0.13 -0.33
C 10.8856 -7.7814 3.3728 -1.13 -1.82 -0.08
O 10.6050 -8.2116 4.4891 0.50 0.55 -1.45
H 11.9501 -5.9860 3.9227 -0.01 -0.07 0.26
H 12.2896 -5.1095 1.6987 0.07 0.18 0.29
H 10.1007 -8.3109 -0.0027 -0.13 -0.38 0.03
H 9.9394 -9.3922 2.2554 -0.15 -0.10 -0.17
```
Positions in Å, forces in eV/Å.

Computed properties:
LUMO level = -2.47 eV
HOMO = -6.19 eV
Electronic energy = -29420.4146 eV
Energy above the lowest of the compared OMol25 structures with the same formula, charge and spin = 42.75 kcal per mole
Orbital gap = 3.72 eV



[5]
This record from the OMol25 dataset describes C6H17N3 as an isolated structure in a non-equilibrium geometry. The level of theory is ωB97M-V/def2-TZVPD.

XYZ file:
```
26
Properties=species:S:1:pos:R:3:forces:R:3
C 2.0890 0.6298 -0.9895 -0.59 0.37 -0.07
C -0.4605 1.7128 -0.7620 1.88 -0.57 -3.27
N 0.7286 0.2261 -1.2971 -0.29 0.46 1.91
N 0.6479 -0.3166 -2.5327 -0.77 0.79 -0.62
H 0.0914 -1.1607 -2.5493 0.28 0.06 -0.07
H 1.4444 -0.2896 -3.1691 -0.33 0.30 0.31
H 2.4657 1.3551 -1.7251 0.27 -0.06 -0.07
H 2.1006 1.1213 -0.0228 -0.04 0.01 0.17
H -1.3661 1.3966 -1.2680 -0.08 -0.05 0.27
H 0.0686 2.4140 -1.4076 -0.27 0.17 -0.21
H -0.5929 2.2537 0.1699 0.30 -1.01 0.65
H 2.7366 -0.2522 -0.9403 -0.12 0.06 -0.15
C -0.8172 -2.1375 -0.1548 0.09 0.24 -0.35
C 0.5294 0.2957 2.3126 0.24 0.19 -0.41
C -1.8453 0.0024 1.4223 0.15 0.19 -0.65
C -0.3704 -0.2837 1.2493 0.38 -3.08 0.67
N 0.0978 -1.3061 0.5910 -0.65 1.59 1.67
H -1.4270 -1.5681 -0.8689 -0.09 -0.02 0.10
H -1.4910 -2.6880 0.5119 0.00 0.06 -0.03
H -0.2363 -2.8665 -0.7223 -0.07 -0.04 0.03
H 0.4780 1.3847 2.3327 0.02 0.08 0.16
H 1.5591 -0.0239 2.1661 0.01 0.05 -0.18
H 0.2360 -0.0982 3.2908 -0.22 0.17 -0.04
H -2.3328 0.0715 0.4499 -0.13 0.03 0.03
H -2.3333 -0.8144 1.9621 0.10 0.06 0.10
H -2.0003 0.9417 1.9511 -0.08 -0.05 0.06
```
Positions in Å, forces in eV/Å.

Computed properties:
LUMO level (alpha / beta) = 0.92 / 0.92 eV
HOMO (alpha / beta) = -7.08 / -7.08 eV
Electronic energy = -10963.1903 eV
Energy above the lowest of the compared OMol25 structures with the same formula, charge and spin = 115.68 kcal per mole
Orbital gap (alpha / beta) = 8.00 / 8.00 eV



- What is the formula in the fifth record?
  C6H17N3



- Which value of electronic energy does entry 2 give?
  -10484.0819 eV



- Among the records above, which one has the highest energy above the lowest of the compared OMol25 structures with the same formula, charge and spin?
  C6H17N3



- Which of these has the highest energy above the lowest of the compared OMol25 structures with the same formula, charge and spin?
  C6H17N3